Computed, not measured: a cluster of 2 separate species, C13H31NO5PS3 in total, with wB97M-V/def2-TZVPD.

Each line ends with the Löwdin charge.
Element x y z (Å)
1 C 4.3327 0.0549 -1.6680  -0.018
2 C 4.1902 0.9976 -2.9573  -0.408
3 O 4.2871 0.4852 -4.1062  0.055
4 N 3.9102 2.4610 -2.7710  -0.129
5 C 5.1078 2.9833 -2.0299  -0.093
6 C 2.6715 2.4947 -1.9038  -0.236
7 C 1.7515 3.7710 -2.1917  -0.170
8 C 0.4716 3.9127 -1.2394  -0.239
9 C -0.1900 2.5300 -0.7810  -0.405
10 S -1.3040 1.7326 -2.0436  0.352
11 S -2.3566 3.1413 -3.1886  0.492
12 S -0.3077 0.3059 -3.2071  0.477
13 H 5.1432 0.4315 -0.9360  0.095
14 H 3.3723 -0.0277 -1.0484  0.074
15 H 4.6440 -0.9855 -2.0119  0.097
16 H 5.2933 4.0813 -2.2969  0.102
17 H 5.0453 2.8687 -0.8950  0.092
18 H 6.0160 2.3619 -2.3769  0.114
19 H 2.9309 2.4033 -0.7789  0.136
20 H 2.0666 1.5617 -2.1647  0.069
21 H 2.4122 4.6977 -1.9842  0.128
22 H 1.5079 3.8421 -3.3187  0.127
23 H 0.7496 4.5072 -0.2971  0.133
24 H -0.2809 4.5844 -1.8035  0.094
25 H 0.5455 1.7435 -0.4001  0.108
26 H -0.8719 2.7775 0.1204  0.123
27 H -2.1532 2.8969 -4.5400  -0.097
28 H 0.3032 0.9048 -4.3042  -0.093
29 O -1.6907 -0.3859 1.6191  -0.261
30 P -2.4737 -1.6212 2.0858  0.710
31 O -1.9452 -1.6179 3.6502  -0.220
32 C -2.4675 -0.6403 4.5405  -0.301
33 C -3.7892 -1.1005 5.1246  -0.082
34 O -1.3837 -2.7279 1.4913  -0.233
35 C -0.8090 -2.5224 0.2082  -0.313
36 C 0.6521 -2.1477 0.3642  -0.075
37 O -3.4517 -2.9579 2.5059  -0.207
38 C -3.9790 -3.7522 1.4412  -0.291
39 C -3.4310 -5.1591 1.5649  -0.063
40 H -2.5801 0.3226 4.0314  0.103
41 H -1.7373 -0.5087 5.3420  0.121
42 H -4.5554 -1.1613 4.3465  0.067
43 H -4.1339 -0.4081 5.8957  0.080
44 H -3.6932 -2.0981 5.5597  0.086
45 H -1.3570 -1.7631 -0.3575  0.089
46 H -0.8901 -3.4614 -0.3475  0.120
47 H 0.7669 -1.2423 0.9658  0.071
48 H 1.1196 -1.9814 -0.6102  0.064
49 H 1.1962 -2.9402 0.8840  0.086
50 H -3.7371 -3.3200 0.4655  0.107
51 H -5.0674 -3.7680 1.5411  0.119
52 H -2.3430 -5.1683 1.4571  0.074
53 H -3.8577 -5.8143 0.8023  0.084
54 H -3.6504 -5.5739 2.5518  0.087

Atomic forces in eV per Å
C 0.49 0.01 0.27
C 0.10 -2.14 -2.78
O -0.46 2.30 4.44
N -0.12 -1.79 1.67
C 1.17 0.38 -0.22
C -0.91 0.02 0.00
C 1.15 0.65 0.12
C 0.35 0.22 -0.54
C 0.42 2.10 0.93
S 0.43 -0.98 -0.16
S -0.18 0.47 -0.33
S 0.01 0.20 -0.34
H -1.27 -0.42 -1.27
H 1.25 0.20 -1.06
H -0.52 1.50 0.35
H -0.29 -1.62 0.42
H -0.08 0.16 -1.39
H -1.25 1.23 0.50
H -0.38 0.31 -1.58
H 0.68 1.16 0.33
H -1.09 -1.37 -0.40
H 0.20 -0.37 1.81
H -0.39 -1.13 -1.25
H 0.94 -1.23 1.06
H -1.06 0.80 -0.94
H 0.62 -0.73 -1.64
H 0.55 -0.36 1.12
H -0.42 0.29 1.05
O -4.14 0.49 -1.18
P 7.37 -3.70 3.95
O -0.93 0.28 -0.71
C -0.20 0.15 0.49
C -0.16 -0.02 -0.02
O -1.20 0.10 -0.79
C 0.53 -0.03 -0.03
C 0.16 0.14 0.05
O -1.08 3.14 -1.44
C -0.48 -0.60 -0.30
C 0.39 -0.10 0.12
H 0.09 0.00 0.01
H 0.07 -0.08 -0.17
H -0.02 0.04 0.07
H 0.01 -0.03 -0.05
H 0.06 0.13 0.00
H 0.08 0.04 0.07
H -0.06 -0.02 0.08
H -0.15 -0.01 -0.07
H 0.02 -0.08 -0.01
H -0.07 0.01 -0.13
H 0.04 -0.07 0.02
H 0.07 0.10 -0.05
H -0.14 0.10 -0.05
H -0.08 0.09 0.07
H -0.13 0.05 -0.11

Calculated values
HOMO-LUMO gap	0.262	Eh
HOMO level	-12.21	eV
electronic energy	-2480.4016	Ha
total charge	+1
molar mass	408.57	g mol⁻¹